1.
16
Properties=species:S:1:pos:R:3:forces:R:3 method="wB97M-V/def2-TZVPD" largest_force_ev_per_a=8.48 de_lowest_ev=4.173 lumo_energy_ev=0.962 energy_ha=-309.46046 gap_ev=10.4 smiles=c1ccccc1.C#C
C -1.01791 0.43653 1.17889 -2.15 1.03 -4.08
C -0.10970 -0.41107 1.49964 3.15 -6.06 3.13
C 0.09807 -1.49255 0.64805 4.82 -1.02 -2.68
C -0.33342 -1.46170 -0.73730 -1.46 3.60 7.54
C -1.23362 -0.47470 -1.03612 -1.60 0.30 -1.60
C -1.56865 0.49797 -0.09942 -0.17 -0.54 0.77
H -1.31632 1.12711 1.80044 -1.43 3.73 3.33
H 0.32252 -0.55431 2.53891 -0.46 0.77 -1.38
H 1.13681 -2.09502 0.85312 -3.05 0.86 -0.28
H -0.04219 -2.04876 -1.44040 1.93 -4.10 -3.97
H -1.68609 -0.59455 -2.04990 0.28 0.93 0.85
H -2.22436 1.34465 -0.11626 -0.64 0.00 -1.32
C 1.53793 1.05784 -0.72900 -2.63 0.55 1.30
C 2.49254 1.74614 -0.94920 -1.52 -1.40 0.22
H 0.50611 0.86310 -0.29954 2.27 0.11 -1.26
H 3.43827 2.05932 -1.06189 2.66 1.25 -0.56

2.
29
Properties=species:S:1:pos:R:3:forces:R:3 method="wB97M-V/def2-TZVPD" largest_force_ev_per_a=1.16 total_charge=-1 de_lowest_ev=0.222 lumo_energy_ev=2.809 energy_ha=-1374.63008 gap_ev=7.0
Pd 1.11275 0.35270 -0.86848 0.61 -0.98 0.12
N 4.50903 1.30449 1.64078 -0.04 0.05 -0.03
C 3.37121 0.84662 1.01074 0.06 0.02 0.10
S 3.31702 0.99408 -0.72021 -0.05 0.34 0.01
N 2.43826 0.37562 1.77099 -0.09 -0.18 -0.33
N 1.32043 -0.04715 1.04307 -0.02 0.67 0.47
C 0.31856 -0.40042 1.76159 -0.04 -0.37 -0.01
C -0.93085 -0.97566 1.31377 0.04 0.23 0.02
C -1.87650 -1.25048 2.31205 -0.07 0.01 -0.01
C -3.10031 -1.81402 2.02861 0.06 0.01 -0.06
C -3.39156 -2.11144 0.69091 -0.06 -0.01 0.00
C -2.48408 -1.86853 -0.31118 0.07 -0.04 0.02
C -1.21103 -1.30048 -0.04734 0.14 -0.16 0.06
O -0.35731 -1.15668 -1.00564 -0.42 0.47 -0.11
H 5.32232 1.41753 1.06336 0.01 -0.04 -0.01
H 4.65786 0.94447 2.56839 0.02 -0.01 0.00
H 0.45530 -0.28115 2.83382 0.03 -0.14 0.02
H -1.62027 -1.00199 3.33717 -0.01 0.00 0.00
H -3.81600 -2.01480 2.81436 -0.01 0.01 -0.01
H -4.35676 -2.53570 0.43531 0.01 -0.01 0.01
H -2.71316 -2.09466 -1.34507 -0.01 -0.01 0.01
N 0.76944 0.70921 -2.85562 -0.03 -0.13 -0.23
N 0.05153 1.89405 -3.16316 0.20 0.21 0.07
C -0.88789 2.39720 -2.15367 0.00 -0.18 0.12
O -1.74318 3.14381 -2.63897 -0.01 0.04 0.02
O -0.66919 2.01946 -0.98418 -0.29 0.27 -0.19
H 1.64594 0.72424 -3.36196 -0.03 -0.05 -0.07
H 0.24391 -0.13445 -3.09175 0.02 0.02 -0.04
H -0.37550 1.86415 -4.07769 -0.09 -0.05 0.03

3.
50
Properties=species:S:1:pos:R:3:forces:R:3 method="wB97M-V/def2-TZVPD" largest_force_ev_per_a=0.60 de_lowest_ev=3.027 lumo_energy_ev=0.687 energy_ha=-1241.16800 gap_ev=8.3
H 1.63068 1.52228 -2.99248 0.04 0.03 0.19
N 1.39334 0.55752 -2.80397 -0.12 0.16 -0.56
C 1.75347 0.12259 -1.67051 0.11 0.40 -0.26
N 2.48298 0.71715 -0.64180 -0.20 -0.19 -0.22
C 3.12159 1.99835 -0.72918 -0.33 0.50 0.03
C 2.26907 3.14195 -0.14949 0.42 -0.23 0.01
O 1.05363 3.27971 -0.84205 -0.04 -0.06 -0.19
C -0.07166 2.61769 -0.42239 -0.33 -0.06 0.08
C -0.20708 1.87875 0.74188 0.40 0.23 -0.17
C -1.43997 1.35235 1.10137 -0.45 -0.12 0.03
C -2.55062 1.54309 0.29564 0.10 0.06 0.00
O -3.81543 1.10070 0.57799 0.09 0.11 -0.28
C -4.08381 0.63309 1.87600 -0.05 -0.05 0.14
C -2.39932 2.23589 -0.90671 -0.07 -0.12 0.18
C -1.18158 2.76683 -1.25674 0.20 -0.02 0.13
C 2.59618 -0.17560 0.40491 -0.01 -0.47 0.29
C 3.19646 -0.06602 1.64251 -0.08 0.12 -0.27
C 3.14296 -1.17228 2.48268 0.01 -0.18 0.17
C 2.51385 -2.34384 2.09350 0.10 0.01 0.20
C 1.90785 -2.46076 0.84854 -0.06 0.16 -0.26
C 1.95062 -1.36349 0.01298 0.31 0.06 0.46
N 1.45817 -1.15846 -1.25432 0.03 -0.03 0.14
C 0.76247 -2.09522 -2.08152 -0.05 -0.13 -0.06
C -0.46416 -2.70281 -1.41998 0.19 -0.06 -0.09
O -0.90138 -3.78583 -1.70925 -0.01 -0.03 -0.09
O -0.97264 -1.90378 -0.48822 0.10 0.32 -0.05
C -2.12305 -2.38250 0.20990 -0.46 -0.32 0.14
C -3.40408 -2.09851 -0.55896 0.42 0.02 0.01
H 4.07887 1.95953 -0.20088 -0.01 -0.01 -0.08
H 3.31350 2.21034 -1.78635 0.06 -0.04 0.14
H 2.11153 3.00037 0.92386 0.00 0.06 -0.05
H 2.80443 4.08509 -0.30083 -0.03 -0.12 0.10
H 0.62699 1.69139 1.40037 0.09 0.00 0.02
H -1.50713 0.79697 2.02377 -0.05 -0.06 0.09
H -3.57104 -0.31104 2.08620 0.01 0.02 0.01
H -5.15966 0.46795 1.91351 0.07 -0.02 0.06
H -3.80328 1.37262 2.63310 0.02 -0.03 -0.02
H -3.26047 2.35734 -1.54420 -0.11 0.04 -0.08
H -1.06215 3.32013 -2.17414 0.00 0.07 -0.13
H 3.69287 0.84097 1.95333 0.04 0.10 0.02
H 3.60340 -1.11416 3.45728 0.04 -0.01 0.08
H 2.49412 -3.18485 2.76977 0.00 -0.07 0.06
H 1.42366 -3.37650 0.54698 -0.06 -0.12 -0.03
H 1.41575 -2.91835 -2.39690 -0.16 0.11 0.04
H 0.44681 -1.53647 -2.97047 0.02 -0.15 0.09
H -2.10391 -1.85896 1.16764 0.03 -0.06 -0.09
H -2.01150 -3.45986 0.37479 0.02 0.20 0.05
H -4.25838 -2.43839 0.02004 -0.13 -0.03 0.06
H -3.50389 -1.03340 -0.74982 -0.06 0.09 0.01
H -3.38907 -2.62957 -1.50739 -0.05 -0.07 -0.05

4.
45
Properties=species:S:1:pos:R:3:forces:R:3 method="wB97M-V/def2-TZVPD" largest_force_ev_per_a=3.67 total_charge=-2 de_lowest_ev=0.216 lumo_energy_ev="3.042 / 3.042" spin_multiplicity=4 energy_ha=-3135.23308 gap_ev="6.3 / 6.3"
Cr 0.22644 -2.23257 1.15232 1.16 -1.16 3.28
N 2.05888 -3.18402 -0.46598 -1.80 1.86 1.58
O 2.77677 -3.69657 -1.26303 0.47 -0.41 -0.12
O 1.77481 -3.59426 0.70284 0.23 -1.37 0.21
O 1.42621 -2.09288 -0.64038 -0.06 0.61 -1.81
N -1.84110 -0.67672 3.18266 1.02 0.42 0.65
O -3.04920 -0.45210 3.15186 -0.36 -0.18 -0.36
O -1.30595 -1.30528 2.20757 -0.51 -0.45 -1.61
O -1.12326 -0.30844 4.09676 -0.06 0.10 0.05
N -1.79266 -3.29904 -0.35373 0.36 0.74 1.30
O -2.77340 -3.89214 -0.72874 0.00 -0.15 -0.49
O -1.38683 -2.20622 -0.77024 -0.44 0.27 -0.96
O -1.10770 -3.73521 0.64825 0.53 -0.10 0.08
N 0.50701 -3.80830 4.08675 0.09 -0.12 0.87
O 0.34914 -3.31056 2.93176 -0.16 -0.16 -1.16
O 0.45918 -3.09262 5.07626 -0.11 0.20 -0.12
O 0.70317 -5.02737 4.18408 -0.01 0.00 -0.40
N 2.52133 -0.56226 2.85455 0.80 0.45 -0.37
O 2.37215 -0.69282 4.04309 -0.37 -0.29 0.27
O 1.72270 -1.06112 1.99944 -0.65 -0.26 -0.92
O 3.48048 0.08393 2.37301 -0.12 -0.03 0.04
C -3.82197 0.94864 -1.28383 -0.37 0.66 -0.30
C -3.91032 1.79220 -2.38941 0.51 0.05 -0.11
C -2.75528 2.34707 -2.91273 0.18 0.48 -0.39
C -1.52750 2.20549 -2.27600 -0.33 -0.66 0.30
C -1.44127 1.28309 -1.22710 -0.26 0.63 0.27
C -2.58656 0.68370 -0.71965 -0.34 -0.72 -0.05
C -0.14418 0.98418 -0.58523 0.49 -0.27 0.12
O -0.02995 0.06795 0.19002 -0.11 -0.09 0.09
C 1.04625 1.79500 -0.94893 -0.28 0.29 -0.66
C 2.28380 1.51168 -0.39320 -0.03 0.28 0.37
C 3.38283 2.28547 -0.75285 -0.21 -1.31 -0.10
C 3.28900 3.18142 -1.80462 0.25 0.58 0.65
C 2.05119 3.49598 -2.34225 0.31 -0.72 -0.70
C 0.92759 2.78198 -1.94050 0.02 0.18 0.24
C -0.35657 3.02127 -2.66661 0.36 -0.30 -0.41
O -0.41361 3.82265 -3.58175 -0.14 0.10 0.07
H -4.74711 0.55474 -0.88410 0.20 -0.25 0.21
H -4.84539 2.07948 -2.85348 -0.15 -0.38 0.05
H -2.77281 2.89807 -3.84660 -0.13 0.33 0.23
H -2.52650 -0.04496 0.08056 0.26 0.16 0.13
H 2.40815 0.70374 0.32337 -0.17 0.11 0.09
H 4.30538 1.97493 -0.27703 0.23 0.44 -0.18
H 4.19891 3.66061 -2.14816 -0.13 0.13 -0.12
H 1.98774 4.11218 -3.22904 -0.15 0.29 0.20

5.
116
Properties=species:S:1:pos:R:3:forces:R:3 method="wB97M-V/def2-TZVPD" largest_force_ev_per_a=3.78 total_charge=-1 lumo_energy_ev="2.059 / 2.057" spin_multiplicity=6 energy_ha=-4309.24640 gap_ev="3.6 / 3.9"
Mn -0.20279 0.22294 0.81275 1.52 0.10 0.89
C -2.15797 7.10827 2.84135 0.00 -0.11 0.08
C -1.46216 5.80787 2.55659 0.07 0.04 0.00
C -0.19286 5.56301 3.05445 -0.11 0.23 -0.07
C 0.43171 4.36591 2.78363 -0.18 -0.18 -0.10
C -0.15866 3.35640 2.00279 -0.08 0.55 0.24
N 0.51285 2.18424 1.79852 0.42 -1.04 -0.13
C 1.85771 2.18853 1.69003 -0.36 0.12 0.16
C 2.60900 3.22818 1.08434 0.12 -0.02 0.01
C 3.96405 3.12825 0.88445 0.00 -0.07 0.05
C 4.68424 1.99972 1.27823 0.10 0.04 0.07
C 6.16388 1.89639 1.05213 -0.12 -0.05 0.04
C 3.98793 0.98273 1.90601 -0.07 0.02 -0.13
C 2.62246 1.07195 2.13637 0.20 0.71 -0.64
N 2.00536 0.05320 2.87821 0.11 -0.29 0.54
C 2.54225 -0.57903 3.94080 -0.18 -0.31 0.22
C 1.59867 -1.47318 4.40033 0.26 0.06 0.02
C 0.51066 -1.30932 3.54588 0.15 0.11 -0.09
N 0.77021 -0.38306 2.62835 -0.13 -0.73 0.47
C -1.48865 3.57770 1.55177 -0.02 -0.35 0.09
C -2.09325 4.80000 1.84012 0.03 0.19 0.07
N -2.19314 2.64410 0.78670 0.32 0.10 -0.20
C -3.43654 2.89675 0.24283 -0.69 -0.06 0.12
C -4.25966 1.84452 0.30567 0.17 0.33 0.25
C -3.50867 0.67608 0.86095 -0.65 0.09 0.09
N -2.12183 1.22681 0.99466 -0.92 0.16 1.40
H -1.43518 7.92056 2.90331 0.00 0.10 0.02
H -2.68805 7.05722 3.79571 -0.09 0.11 -0.01
H -2.87507 7.34830 2.05854 -0.10 0.05 -0.01
H 0.30745 6.31380 3.65450 0.05 0.05 0.03
H 1.42259 4.18839 3.18046 0.01 -0.05 0.02
H 2.08274 4.10938 0.74163 -0.04 -0.03 0.06
H 4.48714 3.93969 0.39447 0.05 0.10 -0.06
H 6.55607 2.84567 0.69569 0.12 0.06 -0.05
H 6.39883 1.12860 0.31507 0.15 -0.09 -0.11
H 6.67926 1.63679 1.97653 0.14 -0.01 0.02
H 4.51203 0.08964 2.21752 0.08 -0.15 0.07
H 3.52860 -0.35155 4.29281 0.11 0.14 0.04
H 1.67237 -2.14306 5.23338 0.07 -0.07 0.15
H -0.42434 -1.83197 3.56626 -0.14 0.04 -0.13
H -3.10299 4.98041 1.50267 -0.10 -0.04 -0.02
H -3.64665 3.85407 -0.20047 -0.02 0.19 -0.13
H -5.25851 1.78708 -0.08271 -0.16 0.03 -0.17
H -3.92740 0.22700 1.77107 -0.04 0.01 -0.02
N 1.39405 -0.55171 -0.35716 0.96 -0.78 -1.20
S 2.00229 -1.48557 -1.52173 0.12 0.83 1.67
C 3.25442 -2.44998 -0.63617 0.11 -1.04 -0.25
C 2.98470 -2.77550 0.69575 -0.34 0.77 -0.63
C 3.81737 -3.62804 1.38115 0.69 -0.45 0.09
C 4.91474 -4.20246 0.74084 -0.31 0.30 -0.15
C 5.14975 -3.91851 -0.60331 0.30 -0.36 0.37
C 4.32117 -3.06481 -1.29658 -0.52 0.56 0.02
C 3.05714 -0.42631 -2.49948 0.12 0.88 -0.16
C 4.19816 0.17541 -1.94940 -0.55 -0.72 -0.05
C 4.80147 1.22100 -2.60949 0.17 0.39 -0.35
C 4.26675 1.71205 -3.79885 -0.34 -0.36 0.09
C 3.10748 1.13763 -4.32452 0.60 0.58 -0.17
C 2.50539 0.08278 -3.68233 -0.01 -0.82 0.69
H 2.15224 0.04893 -0.01428 0.08 -0.14 -0.08
H 2.12091 -2.32694 1.16698 -0.09 0.03 0.10
H 3.62307 -3.84995 2.42136 -0.07 -0.01 0.03
H 5.57331 -4.86630 1.28067 0.05 -0.07 0.02
H 5.98722 -4.38083 -1.10787 0.05 0.00 -0.04
H 4.49540 -2.84524 -2.34072 0.08 -0.03 -0.09
H 4.59154 -0.18935 -1.01040 0.05 0.05 0.11
H 5.68477 1.68106 -2.18745 0.03 0.02 0.04
H 4.73305 2.54827 -4.29847 0.02 0.05 -0.03
H 2.67054 1.54280 -5.22690 -0.02 -0.02 -0.03
H 1.59480 -0.36309 -4.05426 -0.15 0.04 -0.11
N -2.10462 -6.26385 0.81206 -0.03 -0.29 -0.04
C -1.86904 -4.90587 0.83588 0.26 0.55 0.09
C -2.32877 -4.10388 1.88187 0.04 -0.21 -0.09
C -2.01048 -2.76232 1.88616 0.00 -0.07 -0.23
N -1.24442 -2.17212 0.97108 0.36 -0.26 0.32
C -0.83831 -2.93117 -0.04538 -0.21 0.11 0.20
C -1.11727 -4.27547 -0.15966 -0.13 -0.28 0.17
H -2.89093 -6.57399 1.36258 -0.01 0.04 -0.14
H -2.05702 -6.69011 -0.10116 -0.08 0.01 0.10
H -2.94238 -4.52443 2.66492 -0.12 0.00 0.05
H -2.41646 -2.12246 2.65895 0.01 0.09 0.14
H -0.27802 -2.42297 -0.81648 -0.03 0.04 -0.10
H -0.76572 -4.83583 -1.01340 0.05 -0.04 -0.14
C -1.76984 0.43111 -0.18969 -2.35 -0.59 -2.90
C -3.00335 -0.19978 -0.27431 1.24 1.25 0.83
C -3.55076 -1.23619 -1.06073 -0.34 -0.41 -0.46
C -4.44261 -2.20857 -0.47224 0.48 0.26 -0.27
C -4.33064 -3.56183 -0.85317 -0.23 -0.26 0.02
C -5.03008 -4.55664 -0.21218 -0.01 -0.05 -0.14
C -5.87846 -4.25832 0.84576 -0.21 -0.25 0.26
C -6.03704 -2.93074 1.21464 -0.04 -0.07 0.16
C -5.34592 -1.92757 0.56804 -0.09 0.08 0.12
C -3.12132 -1.39372 -2.43295 -0.26 0.04 0.66
C -1.92356 -0.84982 -2.93060 0.32 0.04 0.12
C -1.58674 -0.97724 -4.26134 -0.03 -0.06 -0.24
C -2.41364 -1.64229 -5.15596 0.25 0.09 -0.36
C -3.62044 -2.14813 -4.69383 -0.09 -0.10 0.04
C -3.96838 -2.01993 -3.36766 -0.06 -0.18 -0.32
H -3.63210 -3.82484 -1.63354 0.03 -0.01 -0.05
H -4.89725 -5.58558 -0.52606 0.00 -0.09 -0.01
H -6.40460 -5.04525 1.36907 -0.10 -0.04 0.02
H -6.71203 -2.67555 2.02291 -0.05 0.02 0.04
H -5.51719 -0.90456 0.86430 0.02 0.11 0.02
H -1.25791 -0.34303 -2.24391 -0.01 0.10 0.05
H -0.65772 -0.55015 -4.61760 0.14 0.06 -0.05
H -2.12909 -1.75604 -6.19351 0.01 0.03 -0.08
H -4.29923 -2.63411 -5.38461 -0.06 -0.04 -0.02
H -4.92466 -2.39971 -3.03456 -0.04 0.02 -0.01
N -1.08045 4.54027 -2.89234 -0.46 0.55 -0.14
N -0.21356 3.64960 -2.30794 1.09 -1.14 0.49
N 1.09961 3.71492 -2.45395 -0.22 0.43 -0.24
C 1.49282 2.71143 -1.67383 -0.30 0.38 -0.50
N 0.46796 2.07780 -1.11171 -0.01 0.06 -0.05
N -0.61687 2.67607 -1.52366 -0.23 0.71 -0.62
H -0.66816 4.89511 -3.75133 -0.02 -0.31 0.18
H -1.96047 4.06068 -3.06458 0.20 -0.04 0.00
H 2.52169 2.45278 -1.54609 0.23 -0.10 0.07

6.
14
Properties=species:S:1:pos:R:3:forces:R:3 method="wB97M-V/def2-TZVPD" largest_force_ev_per_a=0.44 de_lowest_ev=3.533 lumo_energy_ev=-0.587 energy_ha=-307.58261 gap_ev=8.4
C -1.98751 -0.04202 -0.64505 0.04 0.04 0.02
C 0.23364 0.64756 1.44759 0.08 -0.27 0.23
O -0.09441 -0.16605 2.39171 0.19 0.20 -0.29
C 1.13523 -0.21342 0.44285 0.09 -0.39 -0.01
O 1.40784 -1.35187 0.77379 -0.07 0.41 -0.15
C 1.60316 0.43394 -0.82761 -0.01 0.02 0.10
H -1.94454 0.37306 -1.65520 -0.04 -0.10 0.11
H -3.02940 -0.18502 -0.34665 0.19 0.00 -0.07
H -1.46050 -1.00129 -0.61565 -0.13 0.13 -0.03
H -1.51249 0.66400 0.04610 -0.18 -0.08 -0.15
H 0.31592 -1.06774 2.23194 0.00 0.12 -0.11
H 0.75264 0.48093 -1.52910 0.25 0.00 0.25
H 2.42882 -0.12737 -1.28734 -0.33 0.18 0.20
H 1.89449 1.47020 -0.60699 -0.06 -0.26 -0.11